(1)
C2H5FNPS as an isolated structure at a distorted geometry. Source: the OMol25 dataset; level of theory: ωB97M-V/def2-TZVPD.

E_HOMO (spin up / spin down) in eV: -8.6 / -7.5

```
11
Properties=species:S:1:pos:R:3:forces:R:3
C 1.566637 -0.185245 0.901047 2.327 -1.335 2.278
C -2.325847 0.562890 -0.656387 1.795 0.827 2.748
N 0.650961 -0.797299 0.015438 -1.418 0.383 -0.226
F 1.086315 -2.022561 -0.488275 0.538 -0.999 0.011
P 0.651261 0.362366 -1.222874 -1.144 0.653 -1.760
S 1.767434 1.474262 0.148844 -0.092 -0.114 0.585
H 1.244109 -0.244307 1.958922 -0.139 0.633 -0.492
H 2.524464 -0.778059 0.920410 -0.647 0.753 -0.391
H -2.954281 1.154164 -1.309274 0.175 -0.113 0.105
H -1.897798 0.986434 0.359404 -1.172 -0.519 -2.393
H -2.313257 -0.512644 -0.627259 -0.223 -0.167 -0.467
```
Forces are in eV/Å.

---

(2)
The molecule C3H5N3. Source: the OMol25 dataset; level of theory: ωB97M-V/def2-TZVPD.

E_HOMO in eV: -8.4
SMILES: Nc1cc[nH]n1

```
11
Properties=species:S:1:pos:R:3:forces:R:3
N -2.001066 -0.349067 0.183957 -0.040 -0.111 -0.082
C -0.611378 -0.255610 0.096137 0.078 -0.013 -0.072
C 0.123791 0.924240 0.349414 0.052 -0.105 0.195
C 1.416718 0.587951 0.032363 -0.014 -0.090 0.092
N 1.401487 -0.716222 -0.323154 0.219 0.007 0.024
N 0.162393 -1.260078 -0.277525 -0.176 0.217 0.004
H -2.428754 0.465331 -0.240936 -0.071 -0.180 0.138
H -2.342479 -1.189347 -0.265006 0.001 0.026 0.078
H -0.263645 1.789416 0.864186 0.144 0.224 -0.453
H 2.318154 1.179268 -0.036169 -0.035 -0.122 0.293
H 2.197459 -1.331186 -0.382840 -0.158 0.147 -0.217
```
Forces are in eV/Å.

---

(3)
C30H29AuGe2I2N2O4S as an isolated structure. Source: the OMol25 dataset; level of theory: ωB97M-V/def2-TZVPD.

Expectation value of S²: 0.7820
E_HOMO (spin up / spin down) in eV: -10.4 / -10.4
Charge: +1
Spin multiplicity: 2

```
71
Properties=species:S:1:pos:R:3:forces:R:3
Au 0.440008 0.466272 0.092758 0.174 0.095 0.272
I 4.004858 -2.827504 2.454774 0.017 -0.001 -0.006
C 2.030517 -2.627795 2.983015 -0.022 -0.005 0.004
C 1.512000 -3.320278 4.062224 0.001 0.000 0.000
C 0.184020 -3.186132 4.442501 0.005 0.008 -0.016
I -0.466508 -4.276476 6.062737 -0.004 -0.006 0.012
C -0.705733 -2.310008 3.724520 -0.009 -0.001 0.011
C -2.056493 -2.105307 4.053344 0.005 0.004 -0.008
C -2.810676 -1.236069 3.305190 -0.003 -0.005 0.008
C -2.213579 -0.578201 2.227259 -0.003 -0.006 0.017
N -0.949376 -0.763148 1.892407 -0.036 -0.016 -0.011
C -0.204447 -1.602390 2.622174 0.034 0.007 -0.031
C 1.202766 -1.742836 2.204202 0.001 -0.013 0.025
O 1.656254 -1.118796 1.227151 -0.047 0.047 -0.065
H 2.158067 -3.980616 4.624087 0.001 0.001 0.000
H -2.493159 -2.629530 4.892327 0.002 0.000 0.002
H -3.850816 -1.056536 3.537085 0.000 -0.001 0.001
H -2.783148 0.123584 1.627483 0.010 -0.003 -0.010
N -0.211637 -0.964118 -1.650993 -0.085 0.005 -0.026
C -1.116264 -0.134800 -2.424394 0.102 0.071 -0.029
C -2.184416 0.459859 -1.749962 0.026 0.023 0.032
C -3.003013 1.369592 -2.415824 0.021 0.034 -0.068
C -2.714335 1.741861 -3.720231 -0.028 -0.009 0.099
C -1.666490 1.124622 -4.387185 0.006 -0.004 -0.086
C -0.872904 0.175691 -3.748485 0.025 -0.033 0.015
S -3.644567 3.102415 -4.457514 -0.038 0.026 0.126
O -4.837033 3.162727 -3.634992 0.032 -0.001 -0.039
O -3.809812 2.721261 -5.835773 -0.001 -0.009 -0.035
O -2.732708 4.225645 -4.237414 -0.020 -0.006 0.052
H 0.595718 -1.221486 -2.209127 -0.014 -0.051 0.004
H -0.664587 -1.822975 -1.351967 0.025 0.001 0.021
H -2.415336 0.148357 -0.734906 0.001 0.017 -0.008
H -3.861243 1.815615 -1.930765 0.004 0.014 0.016
H -1.469660 1.400095 -5.416121 -0.002 0.003 0.000
H -0.043700 -0.283887 -4.273845 0.003 -0.003 -0.008
C 3.498600 1.803452 0.802823 -0.039 -0.079 0.019
Ge 1.670441 2.296639 1.257181 0.022 0.140 -0.003
C 1.410058 4.177326 0.752536 0.065 -0.005 0.085
C 1.239420 2.111290 3.150454 0.005 -0.067 -0.016
Ge -0.452834 2.432258 -0.899113 -0.229 -0.199 -0.258
C -1.899321 3.332286 -0.036773 0.029 0.020 0.029
C -2.118433 3.097646 1.322391 -0.012 -0.015 -0.017
C -3.195529 3.689221 1.961998 -0.001 0.009 -0.004
C -4.063695 4.500506 1.239711 -0.006 0.005 0.015
C -3.856909 4.723665 -0.114217 0.004 -0.012 -0.016
C -2.772824 4.145837 -0.759257 -0.018 0.073 -0.025
C 0.446137 2.969646 -2.479167 0.018 0.036 -0.017
C -0.021385 4.006994 -3.286017 -0.028 -0.003 0.045
C 0.651865 4.318077 -4.459221 0.014 -0.004 -0.008
C 1.794940 3.618483 -4.811173 -0.009 -0.002 -0.004
C 2.277973 2.593286 -4.000524 -0.005 0.006 0.000
C 1.601638 2.264477 -2.841814 0.002 0.004 0.007
H 4.168257 2.372864 1.450027 0.013 0.003 -0.014
H 3.710394 2.064642 -0.233249 0.005 -0.002 -0.001
H 3.681725 0.740698 0.953190 -0.002 0.002 0.004
H 2.113992 4.697012 1.410307 -0.011 0.042 -0.034
H 0.419581 4.579136 0.959530 -0.015 -0.042 0.002
H 1.696257 4.402903 -0.273934 -0.004 -0.035 -0.015
H 2.065024 2.542763 3.719357 -0.013 0.004 0.017
H 1.119224 1.072423 3.455312 0.009 -0.006 -0.018
H 0.331892 2.662328 3.392355 -0.007 -0.008 0.011
H -1.447873 2.451904 1.881631 0.008 -0.002 -0.001
H -3.362402 3.519486 3.017933 0.000 -0.003 0.001
H -4.910728 4.955295 1.736374 0.000 -0.001 -0.002
H -4.543530 5.333416 -0.685676 -0.004 0.001 0.010
H -2.654897 4.312604 -1.824850 -0.018 -0.026 -0.050
H -0.928001 4.544785 -3.051484 0.040 -0.019 -0.019
H 0.261174 5.095306 -5.101124 -0.006 0.006 0.004
H 2.313889 3.865764 -5.728113 0.006 -0.002 0.002
H 3.172986 2.053752 -4.281133 0.000 0.000 0.001
H 1.969116 1.458520 -2.213414 -0.001 -0.002 0.002
```
Forces are in eV/Å.

---

(4)
A 2-piece molecular cluster, C5H11N3 overall at a distorted geometry. Source: the OMol25 dataset; level of theory: ωB97M-V/def2-TZVPD.

E_HOMO in eV: -8.1

```
19
Properties=species:S:1:pos:R:3:forces:R:3
C 0.981828 -1.661507 0.175418 -0.362 0.275 0.480
C -0.734324 0.194738 -2.509000 -0.210 0.217 -0.091
C -1.150986 -0.258304 1.381708 0.310 1.930 1.085
C -0.082613 0.030475 -1.167477 -1.221 -1.379 0.954
C 0.185899 1.251679 0.730348 -0.377 -2.774 -1.576
N 1.038871 1.907666 1.520815 -0.476 0.128 0.547
N 0.353172 1.124950 -0.533319 0.923 1.147 0.508
N -0.158297 -1.138091 -0.554855 0.995 0.495 -2.007
H 0.758695 2.164478 2.451677 0.063 -0.012 -0.030
H 1.892205 2.311168 1.153975 -0.287 -0.099 -0.061
H 0.623251 -2.367623 0.928553 0.082 0.027 0.004
H 1.598616 -0.903368 0.675198 0.026 -0.049 -0.016
H 1.612049 -2.220450 -0.524176 -0.071 0.032 0.050
H -0.962897 1.240445 -2.716577 0.085 -0.021 0.009
H -0.083431 -0.185739 -3.299371 -0.017 0.004 0.040
H -1.663127 -0.378255 -2.544395 0.144 -0.070 0.076
H -0.637533 -0.354804 2.332641 -0.278 0.072 0.216
H -1.972048 0.446023 1.399773 -0.062 0.221 0.462
H -1.599331 -1.203483 1.099066 0.734 -0.143 -0.651
```
Forces are in eV/Å.

---

(5)
C29H56BrIrN5O2PSi as an isolated structure at a distorted geometry. Source: the OMol25 dataset; level of theory: ωB97M-V/def2-TZVPD.

Expectation value of S²: 6.0140
E_HOMO (spin up / spin down) in eV: -12.3 / -13.6
Charge: +2
Spin multiplicity: 5

```
96
Properties=species:S:1:pos:R:3:forces:R:3
Ir 0.279508 -0.140434 1.901127 -0.398 -0.437 0.589
N -3.053526 -2.614907 0.386863 -0.151 -0.023 -0.071
C -1.898720 -2.634737 1.051199 0.025 0.164 0.129
N -1.512018 -1.388125 1.255256 -0.012 -0.173 -0.129
C -2.494229 -0.640481 0.671170 0.118 0.001 0.055
N -3.449563 -1.353330 0.133703 -0.084 -0.103 -0.035
C -2.389333 0.820404 0.632307 0.045 0.004 0.037
C -3.387482 1.651619 0.148203 -0.031 0.041 -0.029
N -3.227323 2.968725 0.098240 -0.007 -0.028 -0.019
C -2.075120 3.458308 0.540719 0.024 0.015 0.002
C -1.063732 2.643850 1.035985 -0.071 -0.030 -0.029
N -1.230678 1.324141 1.075449 0.016 0.066 0.003
H -3.626136 -3.392988 0.093450 0.009 0.034 0.016
H -1.390640 -3.531217 1.366973 0.013 0.007 -0.007
H -4.324464 1.238876 -0.205232 -0.007 0.001 0.005
H -1.943187 4.532216 0.502614 -0.012 0.008 0.003
H -0.115795 3.029481 1.384704 0.006 -0.008 0.023
C 0.859128 0.682376 6.783248 0.065 0.024 -0.013
C 1.211815 0.554240 5.297326 -0.072 -0.050 0.125
C 1.465215 1.943059 4.704164 0.015 -0.008 -0.011
P 0.031140 -0.425961 4.279042 0.136 0.234 -0.601
C 0.328420 -2.225274 4.572478 -0.004 0.005 0.112
C 0.699560 -2.613749 6.004877 -0.009 -0.041 -0.025
C 1.387769 -2.751644 3.600244 0.015 -0.006 -0.032
C -1.728431 -0.095630 4.715538 0.020 -0.045 0.130
C -2.227925 -0.735090 6.012672 -0.058 0.032 -0.027
C -2.038070 1.402808 4.674511 -0.002 -0.014 0.007
H 1.697211 1.151741 7.300118 -0.006 0.008 0.017
H 0.663435 -0.267627 7.271637 -0.006 -0.029 -0.001
H -0.006373 1.330069 6.923257 -0.004 -0.014 0.009
H 2.135818 -0.030679 5.204039 -0.002 0.003 -0.018
H 0.595486 2.588227 4.836434 -0.014 0.001 -0.010
H 1.713909 1.913466 3.644902 -0.014 -0.026 0.019
H 2.296397 2.408814 5.234995 -0.003 0.011 0.022
H -0.636413 -2.684677 4.323719 0.000 0.008 -0.018
H 1.655959 -2.177116 6.294884 0.003 0.009 0.002
H 0.809910 -3.697513 6.061124 0.002 -0.008 0.012
H -0.051112 -2.320727 6.735075 0.000 0.015 0.003
H 2.357354 -2.279777 3.770567 -0.008 0.011 -0.004
H 1.126534 -2.582728 2.549662 -0.009 0.013 0.040
H 1.516005 -3.826091 3.738824 0.012 -0.011 0.023
H -2.258376 -0.577990 3.884059 0.004 0.016 0.000
H -1.701821 -0.355211 6.886360 0.014 0.013 0.008
H -2.139749 -1.820753 5.998881 0.012 0.000 0.002
H -3.285044 -0.495498 6.138116 -0.013 -0.012 0.015
H -1.632073 1.912416 5.548196 -0.001 0.000 -0.008
H -3.118130 1.553394 4.684343 -0.009 0.005 0.004
H -1.633651 1.889229 3.785258 0.004 -0.016 -0.015
C 3.992106 1.105020 0.631971 0.046 -0.014 -0.044
C 2.608065 0.783518 1.085135 -0.301 -0.135 0.090
O 1.759440 1.662585 1.354582 0.397 0.259 -0.105
O 2.262851 -0.451150 1.212638 0.180 0.204 -0.159
H 4.115521 2.176505 0.507793 0.014 0.004 0.007
H 4.199722 0.583111 -0.302299 0.030 -0.007 0.007
H 4.703467 0.733418 1.370158 0.001 0.013 -0.009
C 1.121113 2.063405 -5.456249 -0.222 -0.285 -0.018
C 1.309114 1.612998 -4.014820 0.953 1.164 -0.273
C 0.706768 2.606005 -3.016400 -0.287 -0.327 0.208
C 2.765010 1.375291 -3.675446 -0.088 -0.291 0.030
Si 0.216652 -0.104221 -3.818801 -0.831 -0.728 0.650
Br 0.053791 -0.396210 -1.591243 0.169 0.036 -0.425
C -1.566675 0.005607 -4.470120 0.018 0.170 -0.143
C -2.215589 1.347682 -4.081367 -0.029 -0.007 0.027
C -2.456594 -1.092015 -3.853738 0.023 -0.063 0.087
C -1.602426 -0.129169 -6.003303 -0.004 0.000 -0.029
C 1.331142 -1.614105 -4.475874 0.534 0.000 -0.258
C 1.799529 -1.343243 -5.900083 -0.031 0.006 -0.008
C 0.347854 -2.794699 -4.451373 -0.264 0.124 0.106
C 2.500751 -1.923834 -3.551759 -0.041 0.042 0.068
H 1.739686 2.957948 -5.596902 0.026 -0.029 0.065
H 0.093997 2.341713 -5.683069 0.012 0.024 0.023
H 1.460917 1.329707 -6.186675 0.025 0.019 -0.002
H 1.200465 3.564312 -3.218048 0.021 -0.060 -0.095
H 0.919818 2.326534 -1.985629 0.022 0.020 -0.028
H -0.361984 2.762563 -3.132280 0.037 0.020 0.010
H 3.259074 2.353759 -3.667247 -0.054 0.001 0.005
H 3.284405 0.766347 -4.411245 0.000 0.009 -0.033
H 2.893105 0.939612 -2.683065 -0.004 0.030 0.000
H -2.207177 1.508216 -3.000174 -0.007 -0.004 -0.008
H -3.260572 1.323386 -4.400069 0.016 0.001 0.008
H -1.755017 2.205678 -4.568800 -0.010 -0.001 -0.035
H -2.542644 -0.985053 -2.771437 -0.002 0.007 -0.012
H -2.119841 -2.102576 -4.075287 -0.039 0.046 0.012
H -3.458749 -0.982757 -4.276343 0.023 0.016 -0.004
H -0.995555 0.620508 -6.511842 -0.018 -0.013 -0.012
H -2.632988 0.007933 -6.340148 0.014 -0.003 0.004
H -1.283614 -1.113586 -6.346081 -0.012 0.001 0.002
H 0.983476 -1.092321 -6.578542 0.008 -0.008 0.009
H 2.264331 -2.258347 -6.282171 -0.011 0.019 0.014
H 2.556643 -0.562863 -5.952843 0.035 -0.004 0.012
H -0.470580 -2.686403 -5.159511 0.044 -0.016 -0.007
H -0.054832 -2.982400 -3.454952 0.015 -0.016 -0.021
H 0.920200 -3.679634 -4.749475 0.040 0.069 0.010
H 3.274367 -1.162045 -3.561273 0.013 0.015 -0.006
H 2.962912 -2.847888 -3.914925 -0.009 0.031 -0.008
H 2.187123 -2.096340 -2.522646 0.002 -0.004 -0.022
```
Forces are in eV/Å.

---

(6)
A 2-piece molecular cluster, C24H28N2O2 overall at a distorted geometry. Source: the OMol25 dataset; level of theory: ωB97M-V/def2-TZVPD.

E_HOMO in eV: -4.9

```
56
Properties=species:S:1:pos:R:3:forces:R:3
C 3.457370 0.503981 -3.925399 0.151 0.389 0.096
C 3.174886 -0.945166 -4.316555 -0.361 -0.323 -0.218
C 3.022027 -1.743256 -3.016322 0.229 -0.518 0.032
N 2.964169 -0.744201 -1.939381 0.017 -0.022 0.487
C 2.780565 -1.041604 -0.654217 -0.520 -0.029 0.061
C 2.695334 -0.096430 0.380597 0.232 0.153 0.192
C 2.347115 -0.426714 1.686823 -0.187 -0.172 -0.607
C 2.023697 0.555911 2.699052 -0.179 0.430 0.604
C 1.246453 0.179039 3.833083 0.084 0.521 -0.378
C 0.877777 1.121074 4.797158 0.211 0.157 -0.328
C 1.275474 2.463486 4.658422 0.102 -0.301 -0.006
C 2.008738 2.861002 3.529693 0.002 -0.277 -0.036
C 2.382251 1.923667 2.563455 -0.572 0.014 0.186
C 3.230808 0.615782 -2.409388 0.065 0.463 -0.060
H 4.482365 0.788307 -4.167683 -0.097 -0.018 -0.017
H 2.785708 1.190679 -4.453267 0.258 -0.146 0.078
H 2.240933 -0.996435 -4.883825 0.170 -0.050 0.029
H 3.964947 -1.368053 -4.946302 -0.196 0.107 0.158
H 2.120869 -2.378459 -3.030846 0.249 0.330 0.166
H 3.882904 -2.408967 -2.854011 -0.199 0.203 0.040
H 2.548706 -2.089489 -0.413277 0.350 0.400 -0.230
H 2.868648 0.958279 0.137795 -0.107 -0.520 0.034
H 2.164684 -1.481958 1.930461 0.067 0.427 -0.076
H 0.839178 -0.830395 3.873616 0.332 0.103 0.175
H 0.260743 0.819989 5.648835 0.265 0.091 -0.330
H 1.008538 3.196948 5.430185 0.089 -0.349 -0.418
H 2.278061 3.915288 3.397395 -0.085 -0.484 0.067
H 2.863119 2.276475 1.649209 0.119 -0.152 0.451
H 4.108763 1.042505 -1.896975 -0.249 -0.259 -0.081
H 2.384885 1.290706 -2.204720 0.101 -0.373 0.166
C 5.599735 -4.127974 -1.057611 -0.002 0.139 -0.409
C 6.260044 -4.116572 0.298392 -0.336 0.373 0.042
O 5.775192 -2.939234 0.991658 0.263 -0.824 -0.777
C 6.335740 -2.805858 2.219030 -0.181 1.180 1.694
C 5.721380 -1.715187 3.002981 -0.162 -0.533 -2.038
N 6.151006 -1.563051 4.211883 0.629 -0.225 1.893
C 5.605520 -0.897087 5.180923 -0.665 0.360 -0.594
C 6.185449 -0.853613 6.507376 0.225 -0.132 0.405
C 5.433390 -0.404476 7.626354 0.676 -0.208 -0.272
C 6.023015 -0.367579 8.892317 0.339 -0.210 -0.481
C 7.362494 -0.769431 9.049244 -0.120 0.081 -0.029
C 8.111264 -1.236590 7.955520 -0.713 0.076 -0.371
C 7.513818 -1.306255 6.687355 -0.013 0.274 0.865
O 7.221906 -3.526033 2.631901 -0.094 -0.216 -0.581
H 5.783337 -5.082472 -1.553802 -0.049 -0.007 0.004
H 4.517092 -3.972695 -0.986220 0.127 -0.125 0.101
H 6.007517 -3.343724 -1.706251 -0.047 -0.031 0.134
H 5.975877 -5.007943 0.872845 0.221 0.213 -0.040
H 7.352834 -4.073517 0.203041 -0.301 -0.082 0.172
H 4.943327 -1.094434 2.551672 -0.105 0.027 -0.066
H 4.648177 -0.376827 4.998433 0.087 -0.078 0.246
H 4.389651 -0.119537 7.474223 0.303 0.008 0.087
H 5.442143 -0.033182 9.752795 0.198 -0.083 -0.191
H 7.820556 -0.716790 10.037854 -0.099 -0.029 -0.248
H 9.151554 -1.548572 8.083344 -0.384 0.082 0.020
H 8.049529 -1.702908 5.825703 -0.139 0.174 0.199
```
Forces are in eV/Å.

---

Quick rundown of ΔE to the lowest compared entry with this formula, charge and spin, same order as above: 87.41, 12.98, 2.90, 97.84, 0.00, 142.69 kcal/mol